Record 1
{
  "formula": "CH26LiO16",
  "method": "wB97M-V/def2-TZVPD",
  "symbols": ["Li", "C", "O", "O", "O", "O", "H", "H", "O", "H", "H", "O", "H", "H", "O", "H", "H", "O", "H", "H", "O", "H", "H", "O", "H", "H", "O", "H", "H", "O", "H", "H", "O", "H", "H", "O", "H", "H", "O", "H", "H", "O", "H", "H"],
  "positions_angstrom": [[-1.955540, 1.602330, -0.822421], [-0.346655, -0.013362, -0.188328], [-1.053964, 0.714884, 0.739899], [0.923216, -0.302145, -0.038836], [-0.966967, -0.037431, -1.322433], [1.999435, -1.950290, 2.534684], [2.483444, -1.602144, 1.788792], [1.209069, -1.381085, 2.533469], [-1.168691, 2.813296, 2.224405], [-0.439406, 3.374260, 2.429032], [-0.915204, 2.110038, 1.647109], [3.286774, -1.053778, 0.296214], [2.370520, -0.738694, 0.167137], [3.799209, -0.249885, 0.302201], [2.989354, -1.580696, -2.245233], [2.047430, -1.668236, -2.407386], [3.160793, -1.216453, -1.311100], [-0.161033, -0.429652, 3.029011], [-0.431149, -0.026261, 2.238293], [-0.901614, -1.027839, 3.197162], [1.549030, 1.570763, 1.638505], [1.374097, 2.479136, 1.310253], [1.188741, 0.984261, 0.973345], [-3.084912, -0.500882, 1.660608], [-3.041459, 0.016082, 2.421845], [-2.303552, -0.269568, 1.159195], [-3.262834, 2.572582, 0.551530], [-3.996757, 2.530477, 1.165808], [-2.562282, 2.892975, 1.104309], [2.302279, 1.455152, -1.364898], [2.061191, 2.363218, -1.515979], [1.588209, 1.029806, -0.905157], [0.304760, -1.628180, -2.912038], [-0.120758, -1.168253, -2.193973], [-0.436745, -1.618805, -3.535907], [-2.927295, -1.842062, -1.753424], [-2.196855, -1.244220, -1.765076], [-2.695732, -2.406927, -1.053919], [0.297604, -2.888179, -0.125041], [0.650469, -2.013747, -0.247111], [1.101979, -3.450247, -0.108372], [-0.759897, 1.293032, -3.453507], [-0.016154, 1.816420, -3.175137], [-0.942150, 0.690308, -2.667531]],
  "atomic_forces_ev_per_a": [[-0.6, -0.5, 0.6], [0.4, 3.4, 0.8], [2.4, -1.9, -2.4], [-4.8, 0.4, -0.3], [0.4, -0.7, 1.6], [-0.3, -0.1, 0.3], [0.7, -0.2, -0.1], [0.1, -0.3, 0.5], [-1.8, 1.4, 0.8], [0.8, 0.2, 0.2], [1.1, -1.5, -0.5], [0.3, -0.1, 0.2], [0.4, -0.1, 0.2], [0.4, 0.5, 0.2], [1.1, 0.4, 1.0], [-0.2, 0.2, 0.0], [-0.5, -1.1, -2.1], [-0.1, -1.2, 2.3], [-0.4, 1.4, -1.9], [0.2, -0.1, 0.1], [0.3, 2.1, 0.6], [0.4, -1.0, 0.3], [0.0, -0.5, -0.1], [-1.4, -2.0, -1.2], [0.2, 1.4, 1.9], [0.3, 0.4, -0.2], [-0.7, 0.0, -1.2], [-0.3, -0.4, -0.2], [1.2, 0.5, 1.0], [1.0, 0.6, -0.8], [-0.1, 0.5, 0.0], [-0.5, -0.5, 0.2], [-0.4, -0.6, -1.3], [0.2, 0.3, 0.7], [0.6, -0.3, -0.3], [-1.4, 0.3, -1.5], [0.7, 0.7, 0.0], [0.3, -1.4, 1.5], [0.3, -1.6, 0.1], [0.4, 0.3, 0.0], [-0.8, 0.5, 0.0], [-1.3, -0.3, 0.6], [0.7, 0.1, 0.0], [0.8, 0.8, -1.5]],
  "lowdin_charge": [0.78, -0.58, -0.23, -0.12, -0.17, -0.09, -0.04, -0.03, -0.03, 0.04, -0.04, -0.05, -0.02, 0.08, -0.12, -0.04, -0.01, -0.02, -0.05, 0.07, -0.04, 0.05, -0.04, -0.03, -0.01, -0.03, -0.08, 0.06, -0.03, -0.02, 0.03, -0.03, -0.05, -0.04, 0.06, -0.02, -0.04, 0.01, -0.05, -0.04, 0.07, -0.08, 0.01, -0.02],
  "e_above_lowest_kcal_mol": 19.9,
  "e_homo_ev": -6.6,
  "charge": -1,
  "max_force_ev_per_a": 4.82,
  "energy_ev": -34428.940
}



Record 2
{
  "formula": "CH26LiO16",
  "method": "wB97M-V/def2-TZVPD",
  "symbols": ["Li", "C", "O", "O", "O", "O", "H", "H", "O", "H", "H", "O", "H", "H", "O", "H", "H", "O", "H", "H", "O", "H", "H", "O", "H", "H", "O", "H", "H", "O", "H", "H", "O", "H", "H", "O", "H", "H", "O", "H", "H", "O", "H", "H"],
  "positions_angstrom": [[18.613559, 5.497550, -13.703816], [16.650567, 4.347409, -14.201464], [17.830738, 3.727274, -14.239649], [15.690944, 3.725838, -13.652386], [16.612717, 5.590422, -14.481644], [14.360805, 2.255307, -15.524813], [14.699734, 2.818532, -14.879903], [14.417977, 2.792584, -16.309268], [15.022805, 1.587120, -11.977345], [14.209220, 1.168813, -12.279433], [15.129684, 2.231229, -12.671589], [17.699890, 2.227579, -12.044139], [16.814004, 2.086077, -11.842437], [17.759312, 2.932099, -12.706567], [15.464433, 4.818670, -11.344437], [15.612369, 4.486539, -12.207486], [16.030764, 4.376145, -10.757217], [13.759788, 5.625960, -14.387595], [13.780538, 6.291172, -15.034485], [14.629212, 5.255183, -14.482712], [17.649193, 8.070797, -15.544089], [17.046799, 7.454808, -15.956441], [18.443320, 7.478551, -15.611805], [12.715916, 4.156701, -12.061633], [12.675172, 4.445457, -12.941428], [13.609557, 4.434565, -11.828767], [16.862180, 1.174216, -14.612256], [17.146984, 1.351463, -15.481206], [16.644584, 2.041436, -14.202635], [16.322818, 6.108896, -16.825468], [16.441592, 5.821971, -15.872393], [17.042381, 5.711739, -17.309423], [16.329261, 7.275668, -12.564817], [15.817851, 6.826081, -11.880735], [16.399775, 6.529705, -13.196916], [17.607356, 2.856833, -16.648950], [17.752026, 3.291716, -15.807874], [16.707716, 2.982591, -16.963597], [19.896481, 2.098427, -14.266565], [20.248084, 1.890870, -15.128267], [19.347063, 2.890402, -14.395782], [19.943392, 3.876526, -16.731346], [19.953749, 4.461606, -15.996747], [19.053084, 3.504361, -16.827236]],
  "atomic_forces_ev_per_a": [[-0.8, -0.2, -0.1], [1.0, -1.8, 2.4], [-0.6, 2.7, -0.3], [0.4, 0.7, -1.6], [0.8, -0.6, 0.2], [-1.2, -1.6, -2.0], [0.9, 1.4, 2.1], [-0.3, 0.2, -0.6], [-0.7, -0.5, 0.2], [0.0, -0.3, 0.4], [0.2, 0.6, -0.4], [3.0, 0.9, 0.4], [-2.4, -0.6, 0.5], [-0.1, -0.7, 0.1], [-1.5, 2.2, 1.1], [0.2, -1.0, -1.5], [1.1, -1.1, 1.1], [-0.7, -0.9, 0.9], [-0.3, 1.6, -1.3], [0.5, -0.5, 0.4], [2.3, -0.6, 0.4], [-1.2, 0.0, -0.6], [-0.6, 1.3, 0.1], [0.1, -0.6, 1.8], [-0.4, 0.7, -2.2], [0.1, -0.1, 0.5], [-0.9, -0.4, 2.0], [0.4, 0.4, -1.4], [0.4, -1.4, -0.6], [-0.5, 0.0, -0.3], [-0.2, 0.1, -0.9], [0.3, -0.2, -0.4], [0.3, -0.4, 0.2], [0.0, 0.2, 0.3], [-0.3, 1.1, 0.0], [-0.2, -0.6, -2.0], [-0.6, 0.1, 1.2], [0.0, 0.1, 0.2], [0.3, 0.4, 0.5], [0.1, 0.0, -0.4], [0.2, -0.9, 0.0], [1.0, -0.3, -1.1], [-0.1, 0.5, 0.8], [0.0, 0.1, -0.3]],
  "lowdin_charge": [0.82, -0.75, -0.22, -0.07, -0.12, -0.01, -0.06, 0.03, -0.04, 0.07, -0.02, -0.02, -0.05, -0.02, 0.00, -0.04, 0.04, 0.00, 0.02, -0.01, -0.07, -0.04, 0.04, -0.05, -0.03, -0.01, -0.05, -0.02, -0.01, -0.07, -0.04, 0.04, -0.08, 0.01, -0.04, -0.04, -0.02, 0.08, -0.05, 0.02, -0.03, -0.05, -0.01, -0.03],
  "e_above_lowest_kcal_mol": 38.4,
  "e_homo_ev": -6.8,
  "charge": -1,
  "max_force_ev_per_a": 3.18,
  "energy_ev": -34428.138
}